(1)
Density functional theory data (the ωB97M-V functional and the def2-TZVPD basis) for a cluster of 15 separate species, C5H39NO14 in total.

Values from the calculation:
Energy relative to the best compared isomer or geometry (same formula, charge and spin) (kJ/mol): 343.5
E (hartree): -1321.9834
E_HOMO (eV): -9.20
Total charge: 0

Each line ends with the natural charge from an NBO analysis.
Geometry (Å):
C 1.8705 1.5697 -0.5606  -0.25
C 2.9629 1.8891 0.4507  -0.45
C 3.5013 0.6459 1.1747  -0.18
C 3.2544 -0.6212 0.8666  -0.19
C 3.9550 -1.8480 1.4059  -0.64
N 2.4001 1.0505 -1.8608  -0.88
H 1.2189 2.4041 -0.8200  0.23
H 1.1103 0.8567 -0.2253  0.19
H 2.6811 2.6397 1.1856  0.23
H 3.8072 2.2615 -0.1373  0.20
H 4.2539 0.9802 1.8896  0.19
H 2.3691 -0.7652 0.2473  0.19
H 4.0141 -2.6054 0.6238  0.22
H 3.4144 -2.1858 2.2902  0.22
H 4.9803 -1.6583 1.7195  0.21
H 3.3789 1.2525 -2.0131  0.37
H 2.2753 0.0469 -1.9083  0.37
H -2.3953 1.5745 4.6775  0.49
H -1.1150 0.7386 5.0163  0.50
O -1.5885 1.2002 4.3156  -0.97
H -0.2637 2.9235 1.0742  0.50
H -0.7285 4.2399 0.7347  0.47
O -0.3441 3.4820 0.2676  -0.98
H -1.7350 2.0816 -0.2926  0.49
H -2.6721 0.9798 -0.6288  0.49
O -2.6466 1.9390 -0.5868  -0.98
H 0.0339 -4.6481 -0.1799  0.49
H 0.6927 -3.7257 -1.2968  0.48
O 0.2348 -3.7531 -0.4559  -0.97
H -2.6609 -1.1199 1.5883  0.48
H -2.9303 -2.5171 0.8994  0.49
O -2.6545 -2.0726 1.7056  -0.96
H -0.6065 1.5845 2.9014  0.51
H 0.4417 0.7261 2.0442  0.51
O 0.1924 1.6143 2.3413  -1.02
H -2.4769 0.8782 -3.0745  0.47
H -1.0704 0.5091 -2.8764  0.49
O -1.9633 0.3101 -2.4879  -0.99
H 0.5227 0.0773 4.4698  0.47
H 1.7872 -0.0880 5.2719  0.48
O 0.8319 -0.1558 5.3539  -0.95
H -0.0144 -1.3074 0.2676  0.49
H -0.6425 -1.6551 1.6184  0.50
O 0.0446 -1.1110 1.2076  -0.99
H 1.1312 1.3455 -3.2553  0.52
H 0.1403 1.6239 -4.3082  0.49
O 0.3090 0.9342 -3.6484  -1.00
H 2.2597 -1.6914 -4.1612  0.47
H 1.1399 -0.9018 -3.5383  0.49
O 1.4893 -1.8036 -3.5979  -0.97
H -2.5840 -3.8568 -1.3839  0.49
H -3.9625 -3.7633 -0.7066  0.47
O -3.1689 -4.3004 -0.7587  -0.95
H -1.8101 -2.5008 -4.4661  0.47
H -1.0625 -2.2990 -3.2721  0.47
O -1.7808 -2.8733 -3.5775  -0.94
H -2.7986 4.8791 -0.9513  0.45
H -3.4021 3.5867 -0.4643  0.50
O -3.6486 4.4300 -0.8944  -0.96

Atomic forces in eV per Å
C -0.6 0.2 -1.1
C -0.4 -1.4 0.0
C 0.5 1.1 -0.4
C -0.2 0.4 0.3
C -0.2 0.6 0.0
N -0.5 -0.1 0.0
H 0.6 0.4 0.3
H 0.4 -0.2 0.4
H -0.2 0.1 -0.1
H 0.1 0.3 0.2
H 0.2 -0.7 0.0
H 0.4 -0.4 -0.2
H -0.3 -0.2 0.3
H -0.1 -0.5 -0.2
H 0.0 0.3 0.0
H 0.1 0.0 0.2
H 0.4 -0.1 0.1
H 0.0 -0.1 0.2
H -0.2 0.2 0.3
O -0.2 0.0 -0.2
H 0.6 -0.6 -0.5
H 0.0 0.3 -0.7
O -0.5 0.3 1.4
H 0.0 0.5 -0.2
H -0.3 -0.1 -0.5
O 0.2 -0.2 1.0
H 0.1 -0.2 -0.4
H 0.0 -0.5 -0.2
O -0.2 0.9 0.4
H -0.3 0.0 -0.4
H 0.1 0.1 -0.2
O 0.3 -0.2 0.6
H 0.3 -0.5 -0.1
H -0.5 -0.1 -0.1
O 0.2 0.6 0.0
H -0.5 -0.1 0.4
H -0.6 -0.3 0.8
O 0.8 -0.2 -1.1
H 0.3 -0.1 -0.1
H 0.1 0.0 0.1
O -0.2 0.0 -0.2
H 0.0 -0.3 0.0
H -0.1 -0.2 -0.2
O 0.1 0.4 0.2
H -0.2 -0.9 0.8
H -0.6 -0.5 -0.2
O 1.3 1.4 -0.7
H 0.1 -0.2 -0.1
H -0.2 0.0 -0.2
O 0.0 0.2 0.2
H -0.1 0.1 -0.2
H -0.1 0.0 -0.3
O 0.2 0.1 0.4
H -0.6 -0.4 -0.3
H -0.1 -0.3 0.7
O 0.7 0.6 -0.2
H -0.1 0.1 -0.1
H -0.3 0.1 -0.5
O 0.3 0.0 0.5

---

(2)
Density functional theory data (the ωB97M-V functional and the def2-TZVPD basis) for an isolated molecule of C5H3Cl2F3N2O.

Values from the calculation:
E (hartree): -1597.0265
E_HOMO (eV): -9.31
Total charge: 0

Each line ends with the natural charge from an NBO analysis.
Geometry (Å):
O 0.7462 -2.7449 -2.4542  -0.56
C 0.4384 -1.9767 -1.5875  0.64
C 0.4732 -0.5008 -1.5274  -0.43
C 0.0425 -0.1539 -0.3238  0.25
C -0.2765 1.4999 0.0499  -0.16
Cl 0.7660 2.6345 -0.7466  0.10
Cl -2.0364 1.6690 -0.3388  0.03
C -0.0267 1.7024 1.5377  0.93
F 1.3268 1.4665 1.7452  -0.34
F -0.6847 0.9217 2.3405  -0.29
F -0.1586 2.9832 1.8959  -0.31
N -0.2945 -1.1733 0.5056  -0.44
N -0.2351 -2.3286 -0.3227  -0.47
H 0.9220 0.2534 -2.0969  0.25
H -1.1581 -1.1229 1.1096  0.41
H 0.1554 -3.1294 0.2134  0.40

Atomic forces in eV per Å
O 0.2 -0.4 0.3
C -1.0 0.9 0.8
C 0.3 -1.0 0.8
C -1.0 4.0 0.9
C -0.4 -3.7 -0.1
Cl -0.2 -0.2 -0.7
Cl 0.9 0.3 0.3
C 2.9 1.2 0.1
F -1.1 -0.4 -0.1
F -0.9 -0.5 0.4
F -0.9 -0.2 0.1
N -1.1 -0.4 0.7
N 0.9 -0.7 0.0
H 0.5 0.3 -1.5
H 1.3 0.0 -1.2
H -0.3 0.7 -0.8